Formula: C5H12N2
Source: the OMol25 dataset
Level of theory: ωB97M-V/def2-TZVPD

Summary:
DFT total energy, eV: -8357.2540
Net charge: 0
SMILES: C/C(=C/N)CCN
LUMO, eV: 0.911
HOMO level, eV: -7.0
Molar mass, g/mol: 100.2
F_max, eV/A: 2.20

Structure (XYZ):
```
19
Properties=species:S:1:pos:R:3:mulliken_charge:R:1
C -1.34 -2.04 0.37 -1.348
C -0.90 -0.61 0.06 0.436
C -1.49 0.10 -0.95 -0.570
N -0.79 0.64 -2.04 -0.413
C 0.13 0.03 0.95 -0.741
C 1.56 0.31 0.40 -0.314
N 1.98 1.67 0.74 -0.624
H -1.55 -2.10 1.44 0.318
H -2.05 -2.37 -0.37 0.402
H -0.41 -2.61 0.31 0.283
H -2.56 0.28 -0.96 0.340
H 0.20 0.46 -1.97 0.290
H -1.04 1.63 -2.13 0.229
H -0.22 1.02 1.25 0.426
H 0.31 -0.45 1.91 0.342
H 1.68 0.08 -0.67 0.302
H 2.30 -0.33 0.90 0.241
H 2.85 1.89 0.27 0.203
H 1.33 2.40 0.48 0.199
```